# 1
Molecular formula: CH3NOS
Method: DFT, wB97M-V/def2-TZVPD

Values from the calculation:
Calculated total energy: -15454.356 eV
E_LUMO (alpha / beta): -0.97 / -1.14 eV
Kohn-Sham gap (alpha / beta): 8.175 / 8.366 eV
Highest occupied orbital energy (alpha / beta): -9.142 / -9.506 eV

Geometry (Å):
S (-0.127, 0.658, 1.321)
O (-0.480, 1.880, 0.621)
N (-0.311, -0.722, 0.388)
C (-0.301, -0.692, -0.877)
H (0.021, 0.256, -1.353)
H (1.888, 0.108, 1.342)
H (-0.690, -1.487, -1.442)

Mulliken atomic charge list, values in e, 2 entries:
1. S 0.354
2. O -0.438

# 2
Molecular formula: CH3NOS
Method: DFT, wB97M-V/def2-TZVPD

Values from the calculation:
Calculated total energy: -15455.791 eV
E_LUMO: 0.31 eV
Kohn-Sham gap: 9.300 eV
Highest occupied orbital energy: -8.987 eV

Geometry (Å):
S (2.009, 0.018, 0.550)
O (-0.991, 0.915, 0.787)
N (-0.585, 0.075, -0.394)
C (0.633, -0.460, -0.304)
H (-0.181, 1.123, 1.177)
H (0.660, -1.387, -0.969)
H (-1.546, -0.283, -0.847)

Mulliken atomic charge list, values in e, 2 entries:
1. S -0.336
2. O -0.342

# 3
Molecular formula: CH3NP2
Method: DFT, wB97M-V/def2-TZVPD

Values from the calculation:
Calculated total energy: -21150.129 eV
E_LUMO: -1.59 eV
Kohn-Sham gap: 8.578 eV
Highest occupied orbital energy: -10.168 eV

Geometry (Å):
P (-0.115, 1.126, -0.126)
P (-1.112, -0.761, -0.095)
N (3.072, -0.567, 0.106)
C (2.071, -0.030, 0.031)
H (-1.434, -0.756, -1.454)
H (-2.352, -0.221, 0.251)
H (-0.130, 1.209, 1.287)

Mulliken atomic charge list, values in e, 2 entries:
1. P 0.156
2. P -0.064

# 4
Molecular formula: CH3NP2
Method: DFT, wB97M-V/def2-TZVPD

Values from the calculation:
Calculated total energy: -21148.787 eV
E_LUMO (alpha / beta): -1.89 / -2.02 eV
Kohn-Sham gap (alpha / beta): 6.984 / 7.251 eV
Highest occupied orbital energy (alpha / beta): -8.876 / -9.270 eV

Geometry (Å):
P (-2.773, 0.230, -0.059)
P (0.274, -0.065, 0.135)
N (3.264, -0.058, 0.300)
C (2.116, -0.164, 0.328)
H (-2.951, 1.382, 0.904)
H (-0.066, -1.461, -0.324)
H (0.135, 0.135, -1.284)

Mulliken atomic charge list, values in e, 2 entries:
1. P -0.009
2. P -0.247